Entry from the Open Molecules 2025 dataset: a molecular structure, C14H16Cl5IrS4 (ωB97M-V/def2-TZVPD).

Geometry as XYZ:
```
40
Properties=species:S:1:pos:R:3:forces:R:3
Ir 0.09435 0.29443 -0.28229 -1.2731 -1.1550 -0.3853
C -1.58505 -0.22373 2.39187 -0.1087 -0.2140 0.3142
C -2.25405 1.05320 1.96767 -0.1320 0.1884 0.2460
S -1.85055 1.58007 0.29683 0.2732 0.4612 -0.5599
C -3.13533 0.80695 -0.73978 -0.0599 -0.1020 0.1261
C -3.06831 -0.70696 -0.86709 -0.0973 0.0660 -0.1677
S -1.47797 -1.12447 -1.63279 -0.2521 0.1299 0.5963
C -1.04569 -2.73095 -0.94626 0.0003 -0.2206 -0.1050
C 0.44692 -2.90450 -1.16485 0.0585 -0.1114 0.0058
S 1.53442 -1.58428 -0.50383 0.0724 0.3744 -0.6591
C 1.77669 -2.11235 1.19715 0.1962 -0.3690 0.0458
C 0.60602 -1.86970 2.09921 -0.0549 -0.1148 0.4188
S 0.17494 -0.11502 2.01885 0.5863 0.4670 -0.9115
H -1.99976 -1.11386 1.91949 -0.0039 0.0598 -0.0794
H -1.66925 -0.33971 3.47520 0.0218 -0.0851 0.0001
H -1.92845 1.88532 2.59451 -0.0502 -0.0175 0.0400
H -3.33943 0.98639 2.04929 0.0066 0.0198 0.0228
H -3.00187 1.29388 -1.70708 -0.1099 -0.0231 -0.0199
H -4.10253 1.12116 -0.34516 0.0219 0.0553 0.0107
H -3.87519 -1.05344 -1.51347 -0.0045 0.0251 -0.0085
H -3.15161 -1.22039 0.08924 -0.0255 0.0379 0.0179
H -1.59441 -3.50825 -1.47969 0.0819 -0.0384 -0.0316
H -1.33272 -2.77043 0.10182 0.0063 0.0139 0.0001
H 0.68181 -2.92962 -2.22997 -0.0280 -0.0243 -0.0022
H 0.79339 -3.84420 -0.73285 0.0546 0.0142 -0.0413
H 2.64107 -1.54954 1.52573 0.1087 -0.0612 0.0726
H 2.05583 -3.16712 1.17979 -0.0381 0.0040 -0.0511
H 0.88956 -2.09522 3.12950 -0.0623 0.0757 0.0270
H -0.27130 -2.46474 1.85334 0.0345 -0.0016 -0.0623
Cl 3.48571 0.69639 1.12189 -0.1138 0.1867 -0.0583
C 2.91049 1.70566 -0.16256 0.0742 0.1611 -0.0594
C 1.64463 1.52957 -0.69803 0.1632 0.3123 1.6343
C 1.24980 2.38453 -1.69568 0.0877 0.1593 -0.1701
Cl -0.34792 2.06592 -2.37630 0.4589 -0.3702 0.0410
C 2.02315 3.42828 -2.16886 -0.1630 0.0519 -0.2817
Cl 1.42101 4.44466 -3.39885 0.0025 0.0179 -0.0050
C 3.28623 3.60702 -1.61522 0.1451 0.1254 -0.0036
Cl 4.26594 4.90121 -2.13668 -0.0041 -0.0359 -0.0396
C 3.74103 2.72791 -0.62929 0.0947 -0.1026 0.0678
Cl 5.30838 2.91596 0.01524 0.0322 0.0393 0.0151
```
Forces are in eV/Å.

## Properties
* highest occupied orbital energy: -14.174 eV
* DFT total energy: -4540.56521 hartree
* Kohn-Sham gap: 6.269 eV
* total charge: +2
* multiplicity: 1
* maximum force: 1.76 eV Å⁻¹